The following is a DFT calculation (ωB97M-V/def2-TZVPD) of a 11-piece molecular cluster, C50H138N25O7P7 overall in a non-equilibrium geometry.

Results
Total energy   -6272.9028 a.u.
SMILES   CN(C)P(=O)(N(C)C)N(C)C.CN(C)P(=O)(N(C)C)N(C)C.CN(C)P(=O)(N(C)C)N(C)C.CN(C)P(=O)(N(C)C)N(C)C.CN(C)P(=O)(N(C)C)N(C)C.CN(C)P(=O)(N(C)C)N(C)C.CN(C)P(=O)(N(C)C)N(C)C.CC#N.CC#N.CC#N.CC#N
Relative energy (zero: lowest compared OMol25 entry of this formula, charge and spin)   195.23 kcal/mol

Geometry as XYZ:
```
227
Properties=species:S:1:pos:R:3:forces:R:3:lowdin_charge:R:1
P -4.989027 -3.907234 -1.493514 -0.180 -1.962 -1.430 0.5927
P 0.121736 -0.600864 -0.633830 -0.541 0.097 0.037 0.6369
P 1.067297 5.874092 5.944002 -1.307 -1.924 0.425 0.6739
P -6.136375 1.930175 -5.151858 -0.465 -0.361 1.611 0.5871
P 2.461936 -3.929368 -6.898031 -0.006 -1.476 -1.030 0.6466
P -1.441087 -0.243304 8.350992 0.439 0.201 -0.681 0.6268
P 6.359177 1.621415 2.959384 0.669 -1.465 -2.989 0.5784
O -2.610273 -1.107383 8.785778 1.692 2.014 -1.065 -0.3122
O -1.385537 -0.464855 -0.730902 2.342 0.191 0.623 -0.3040
O -5.122610 -2.472192 -1.116611 0.396 -0.901 -1.199 -0.2762
O 2.553956 -2.417850 -6.873949 -0.824 -2.513 0.518 -0.3147
O -6.727178 3.145281 -4.493537 0.909 -1.379 -0.876 -0.3042
O 5.446712 2.579893 3.535449 -1.380 0.988 1.315 -0.2765
O -0.249644 6.108258 5.239561 2.115 -0.332 0.741 -0.3139
N -4.369926 1.907722 2.672988 -0.225 -1.355 -2.189 0.1198
N -6.339751 1.936076 -6.808030 -0.273 0.894 -1.281 -0.2848
N -4.756086 -4.935169 -0.213484 0.165 -1.448 1.759 -0.2732
N 0.884667 0.622178 -1.584089 -1.114 -0.414 0.348 -0.2816
N -4.470429 1.772769 -4.808498 -0.217 -1.000 -1.338 -0.3105
N 0.602620 -2.186039 -1.070011 0.811 -0.207 -1.084 -0.2772
N -3.731105 -4.406812 -2.616867 -0.884 0.281 2.260 -0.3092
N 1.896072 4.438021 5.449692 0.295 1.903 0.416 -0.2909
N 2.232359 7.122561 5.896556 -1.828 -4.604 1.246 -0.3803
N 4.381463 2.686576 -4.720910 -0.022 0.515 0.412 0.1187
N 1.269936 -4.755188 -5.876306 0.571 2.242 0.170 -0.2858
N 6.246622 -0.027360 3.498977 -0.979 3.311 0.574 -0.3180
N 2.147338 -4.518063 -8.474163 -0.027 1.654 -1.350 -0.2937
N 3.916301 -4.771083 -6.596088 -0.576 -0.639 2.036 -0.3212
N -0.103591 5.449870 -0.937966 1.900 2.747 -0.596 0.1277
N -0.000682 -1.163436 8.222496 0.955 1.594 -2.646 -0.3096
N 0.721702 5.531686 7.627706 -1.737 1.238 -2.600 -0.3200
N -1.567202 0.670864 6.854735 -1.705 -1.407 -0.030 -0.2676
N -1.100842 1.007297 9.448269 1.025 -0.445 1.610 -0.2983
N 7.966525 2.201085 3.053175 -0.315 -2.228 -0.638 -0.2720
N -6.837633 0.458176 -4.565743 -0.774 -0.859 -2.481 -0.2753
N 0.797157 -0.437628 0.937441 0.417 0.060 -0.052 -0.2829
N 6.034830 1.503253 1.246548 0.723 -1.427 1.681 -0.2834
N -0.912432 0.145177 -9.122161 -0.240 -0.081 -0.787 0.1153
N -6.334813 -4.494272 -2.400031 -1.618 -0.260 0.195 -0.2745
C 1.300284 3.469333 4.525443 -1.038 1.249 0.716 -0.1202
C -6.824438 -3.531553 -3.413638 -0.987 -1.308 0.279 -0.1378
C 4.075095 4.700563 -3.028489 -0.263 -0.255 0.340 -0.0672
C -0.315388 -3.308186 -0.845449 -0.814 0.686 0.432 -0.1186
C 1.883450 8.310944 6.462937 -0.238 2.478 2.406 -0.1737
C 0.281850 0.287424 -6.788288 0.267 -0.302 0.086 -0.0746
C -6.990572 3.185306 -7.347928 0.955 -0.324 0.124 -0.0944
C 4.772241 -5.276543 -7.671442 -0.725 2.016 -0.198 -0.0998
C 8.513023 2.211791 4.394463 0.185 1.126 0.668 -0.1500
C -1.436077 3.286285 -0.473234 0.179 0.313 0.999 -0.0640
C 5.440406 2.459032 0.312949 -0.879 0.146 1.602 -0.0999
C 3.219213 4.053000 6.010689 -0.814 -0.138 -1.768 -0.1040
C -5.864815 -5.172489 0.813034 1.074 0.600 -0.461 -0.0777
C -6.910413 0.002150 -3.216740 0.914 0.788 1.087 -0.1553
C 2.188487 -0.705889 1.417620 -0.592 -0.738 -1.254 -0.1138
C 6.314900 0.238817 0.607095 0.812 -0.662 -0.898 -0.1628
C 8.910842 1.732827 2.004800 0.634 0.378 -0.038 -0.1180
C -2.987906 0.970936 6.414429 0.900 -1.488 0.516 -0.0977
C 0.812277 -1.361226 6.961775 -0.486 0.847 0.475 -0.0914
C 3.050568 7.375535 4.799615 0.080 -1.285 -1.352 -0.1192
C 0.309840 -2.096262 9.282653 -2.364 -0.029 -0.221 -0.1203
C -0.340706 0.211883 -8.136532 0.452 0.333 2.015 -0.2639
C 0.219421 1.392533 -2.640414 -1.278 -0.971 0.468 -0.1039
C -2.268685 1.793918 9.979387 -0.555 -1.170 -1.959 -0.0800
C -6.882148 -5.928612 -2.524655 2.560 1.208 0.817 -0.0740
C 4.274203 3.575886 -3.995359 -0.205 0.563 0.701 -0.2639
C 0.215437 -4.042147 -5.125666 1.003 0.797 0.460 -0.1266
C 1.062923 -6.181071 -5.766055 0.120 -0.039 -0.916 -0.1402
C -3.385498 -3.476465 -3.616720 0.334 0.782 0.377 -0.1427
C -0.555442 5.858245 8.207530 -0.877 1.590 -0.751 -0.1447
C -0.679596 4.515930 -0.697181 -2.210 -2.665 0.005 -0.2861
C -3.825707 0.442784 -4.784819 -0.827 0.897 0.183 -0.0950
C 0.064445 0.479717 1.826085 0.448 -0.445 -0.281 -0.0956
C -0.596404 1.573910 6.251630 0.208 0.363 0.451 -0.1527
C 1.539505 -2.351901 -2.196592 0.384 0.306 -0.015 -0.1167
C -4.545488 0.525454 0.476358 0.605 -0.323 -1.171 -0.0797
C -5.493848 1.152645 -7.761158 -0.459 -1.062 1.634 -0.0961
C 1.821217 -5.852856 -8.968717 0.235 -0.379 0.467 -0.1519
C 2.274133 0.954396 -1.519179 1.279 -0.866 0.215 -0.1211
C -4.480276 1.290884 1.684064 -0.071 1.683 2.937 -0.2829
C 4.892139 -0.588278 3.762103 1.221 -0.167 -1.550 -0.0846
C 7.352610 -0.781833 3.996375 -0.165 -0.966 -0.700 -0.1247
C 2.088271 -3.587339 -9.698890 0.008 -0.667 1.559 -0.0717
C 1.763401 5.449198 8.580646 0.415 -0.654 -0.142 -0.1363
C 0.191643 1.706496 9.471536 -0.270 1.024 0.634 -0.1338
C 4.533517 -4.760609 -5.234820 -0.312 -0.093 -1.128 -0.0961
C -7.343980 -0.682453 -5.409075 0.485 0.887 0.613 -0.1031
C -3.354137 -5.028256 0.437422 -0.443 1.488 -1.455 -0.0631
C -3.232321 -5.728058 -2.799526 0.241 -1.090 1.243 -0.1475
C -3.852095 2.599110 -3.827529 -0.765 0.978 0.064 -0.1464
H 3.847723 4.899554 6.287163 -0.387 -0.025 0.523 0.0774
H -4.145102 -0.476720 0.629454 -0.208 -0.039 -0.024 0.0750
H 7.053497 -1.312468 4.900290 0.303 0.284 0.401 0.0857
H -4.116330 -0.113144 -5.676209 0.239 -0.311 0.278 0.0687
H -3.138898 0.689607 5.372247 0.348 0.884 -0.347 0.0658
H 1.126837 8.249162 7.245128 -0.434 -0.015 -0.356 0.0892
H 2.895549 0.171527 -1.953982 0.249 -0.337 0.112 0.0689
H -2.784684 2.704449 -4.021537 0.107 -0.140 0.114 0.0781
H 2.861974 0.150366 1.454338 -0.233 0.445 -0.225 0.0556
H -5.590356 -6.077155 1.355584 -0.098 0.092 0.004 0.0743
H 1.356589 -0.449109 6.717081 0.014 0.122 -0.027 0.0483
H 3.400358 6.390442 4.490846 0.756 0.380 -0.522 0.0805
H 6.657961 -0.584930 1.233082 -0.092 0.442 0.488 0.0647
H 1.396367 5.481205 9.606483 -0.108 0.174 -0.097 0.0871
H 4.813024 -1.408112 3.048158 -0.425 -0.298 -0.191 0.0733
H 2.532762 1.790144 -2.169369 -0.330 0.334 0.417 0.0690
H 3.727102 3.613014 5.152450 0.400 -0.302 0.153 0.0532
H 1.766321 -3.368186 -2.518774 -0.267 -0.466 0.930 0.0734
H -6.579167 -1.457913 -5.451774 0.608 0.224 -1.176 0.0620
H 2.417409 6.297407 8.378412 0.912 -0.455 0.520 0.0752
H 4.130491 0.142725 3.490745 0.044 0.005 0.483 0.0634
H -5.717668 0.129214 -7.460167 0.469 -0.397 -0.110 0.0495
H -6.361662 4.069526 -7.244367 0.162 0.055 0.501 0.0719
H 5.581018 2.097093 -0.705538 0.346 0.471 0.034 0.0802
H -2.385600 -3.108818 -3.386159 0.310 0.468 -0.602 0.0674
H 0.239826 3.720805 4.508581 -0.154 -0.028 -0.244 0.0652
H 3.800430 8.086368 5.146770 0.387 -0.149 -0.633 0.0980
H -1.337026 6.192776 7.525370 0.039 -1.302 -0.961 0.0734
H 0.473590 1.996604 10.483683 -0.351 -0.205 0.483 0.0732
H 0.753907 -6.073359 -8.950928 -0.175 0.068 0.084 0.0824
H 4.863032 5.453658 -3.018351 -0.021 -0.144 -0.562 0.0783
H 0.415733 1.421697 6.626472 -0.177 0.081 0.322 0.0533
H 3.076715 3.275921 6.761645 0.343 0.200 0.349 0.0696
H 4.369079 2.497764 0.510080 -0.410 -0.188 -0.275 0.0612
H 5.394356 -5.423901 -5.150567 0.040 -0.127 -0.622 0.0692
H -0.025534 1.459599 1.357224 -0.554 0.073 0.128 0.0651
H 2.339854 -6.684948 -8.492535 -0.036 0.161 0.578 0.0583
H 0.661450 0.631282 2.725368 -0.111 -0.108 0.086 0.0688
H -6.084245 -3.405475 -4.203789 0.078 0.847 0.187 0.0659
H -4.418405 1.293440 -7.653002 0.006 0.397 0.047 0.0699
H 0.247976 -4.318040 -4.071664 0.107 -0.470 0.190 0.0557
H -1.787271 3.334080 0.557528 0.138 -0.278 0.206 0.0855
H 9.968476 1.852095 2.239933 -0.031 1.066 0.767 0.0788
H -3.409929 -3.971601 -4.587454 -0.121 0.371 -0.327 0.0864
H -6.633441 0.824264 -2.556806 -0.386 0.008 0.313 0.0830
H -7.342820 -2.677070 -2.978639 1.024 0.473 0.021 0.0610
H -1.005424 -3.494072 -1.668484 -0.249 0.423 -0.235 0.0552
H -0.536945 6.861555 8.633124 0.545 -0.025 1.528 0.0723
H 0.952174 -6.530902 -4.739680 0.269 0.206 0.255 0.0784
H -2.952892 1.137745 10.517354 0.224 -0.017 0.134 0.0745
H -4.105444 -2.667943 -3.489916 0.361 0.449 -0.778 0.0543
H 0.153007 -1.531439 10.201604 0.777 -0.531 0.483 0.0776
H -0.928022 5.070402 8.862198 0.038 0.213 0.148 0.0734
H 2.029492 -2.536579 -9.415065 0.025 -0.199 0.095 0.0649
H 2.775098 8.612887 7.012376 0.168 0.917 0.096 0.0920
H 2.372328 7.764714 4.040247 0.651 0.538 -0.729 0.0983
H 0.090846 -4.302138 -0.658019 1.028 0.294 0.152 0.0830
H 4.871299 -4.374211 -8.274823 0.156 -0.560 -1.177 0.0791
H -2.925487 -4.032174 0.547778 -0.387 0.429 0.226 0.0573
H 4.004582 4.391589 -1.985570 0.351 -0.771 -0.059 0.0605
H 5.717070 3.489215 0.537181 0.677 -0.055 -0.462 0.0832
H -3.146268 -6.097438 -3.821408 -0.790 0.301 -0.372 0.0832
H -6.233583 -0.815504 -2.968849 0.420 -0.126 -0.216 0.0441
H 2.640840 -1.444163 0.755475 0.058 -0.002 -0.136 0.0723
H -2.776384 2.055956 9.051115 -0.681 0.373 0.073 0.0552
H 2.151191 -5.965392 -10.001455 -0.017 0.343 -0.128 0.0801
H 9.154766 1.365247 4.638652 0.117 0.062 -0.047 0.0681
H -7.933889 3.382257 -6.838547 0.054 -0.152 -0.312 0.0742
H 0.652593 2.392036 -2.678559 0.073 -0.171 -0.276 0.0849
H 2.244325 -1.150312 2.411335 -0.661 -0.032 0.134 0.0709
H 2.957114 -3.765465 -10.332524 0.182 0.055 0.073 0.0728
H -3.859527 1.003900 -0.222674 0.151 -0.089 -0.159 0.0603
H 8.757175 2.308235 1.091903 -0.189 -0.361 -0.058 0.0810
H -3.264531 -5.462121 1.433325 -0.809 -0.429 -0.316 0.0839
H -2.623591 -5.448155 -0.254020 -0.369 -0.693 0.029 0.0478
H -4.311432 3.584280 -3.908474 0.091 0.052 0.476 0.0815
H 7.740393 2.299310 5.158323 -0.321 -0.337 -0.176 0.0848
H -6.955965 -6.353664 -3.525644 -0.434 0.917 -0.417 0.0745
H -0.724046 2.469414 -0.590798 -0.487 -0.205 0.058 0.0324
H 4.927035 -3.754903 -5.087169 -0.359 0.043 0.890 0.0798
H 0.100593 2.676831 8.983409 0.073 0.122 -0.538 0.0536
H 2.492969 -1.911971 -1.904238 0.084 0.055 -0.313 0.0584
H 5.803296 -5.429444 -7.352587 -0.352 -0.681 0.340 0.0833
H 4.767662 -1.071865 4.730991 0.122 0.643 0.358 0.0818
H 1.117618 1.242542 9.131794 -0.638 -0.741 -0.563 0.0744
H 8.272110 -0.207748 4.110629 -0.333 -0.217 0.089 0.0540
H 1.211140 -3.877890 -10.277091 -0.126 0.233 0.085 0.0732
H 1.225475 -2.664007 9.117164 0.053 0.551 0.351 0.0801
H -7.897795 -0.410886 -3.010386 -0.270 0.496 0.247 0.0830
H -7.836137 -0.315317 -6.309681 0.622 -0.329 -0.266 0.0806
H 0.410771 -2.971485 -5.065367 0.104 0.066 -0.527 0.0552
H 0.116366 -6.395513 -6.262177 -0.138 -0.419 -0.136 0.0791
H -0.476200 1.602652 5.168656 -0.554 -1.338 -0.386 0.0558
H 9.053035 3.148717 4.531074 0.494 -0.097 -0.054 0.0861
H -3.787042 -6.421076 -2.166978 -0.329 -0.177 -0.356 0.0673
H -0.831045 -4.164799 -5.404852 0.075 -0.374 -0.760 0.0711
H -0.206606 -0.373554 -6.072318 -0.253 -0.291 -0.361 0.0589
H 3.848393 -5.199208 -4.509325 -0.244 0.832 0.305 0.0658
H -4.064510 2.136716 -2.863605 0.447 0.379 0.643 0.0743
H 1.852080 -6.742207 -6.266521 0.004 0.033 0.137 0.0676
H -3.279596 1.978684 6.710194 0.010 0.098 -0.480 0.0762
H -5.738742 1.126180 -8.822961 -0.513 0.944 0.179 0.0830
H 5.510347 -0.205320 0.020973 -0.670 0.321 0.103 0.0725
H 7.504753 -1.571252 3.260323 0.669 -0.417 -0.054 0.0776
H -7.053328 3.103964 -8.433078 -0.586 -0.476 0.085 0.0713
H 4.245959 -6.093821 -8.164573 0.848 -0.047 -0.254 0.0586
H 1.667555 9.037068 5.679206 -0.490 0.463 0.278 0.0966
H 3.098061 5.175105 -3.119568 0.085 0.093 -0.744 0.0781
H 0.258483 1.254346 -6.285676 -0.183 0.314 -0.677 0.0711
H 1.644124 3.578828 3.496916 0.465 -0.357 0.044 0.0849
H -7.778536 -6.108675 -1.931227 0.050 0.142 -0.101 0.0695
H 2.107857 4.433182 8.387827 1.444 0.282 0.678 0.0624
H 1.231230 -1.953317 -3.163133 -0.315 0.726 0.102 0.0652
H -3.674557 0.257498 6.870084 0.160 0.104 0.636 0.0619
H 2.602815 1.104979 -0.490892 0.102 0.273 -0.086 0.0563
H -0.833446 1.509719 -2.383803 -0.045 -0.087 -0.082 0.0480
H -6.887917 -5.277978 0.452144 0.346 -0.131 -0.781 0.0670
H -2.197706 2.747026 10.503460 1.246 -0.329 0.199 0.0802
H -7.673798 -3.957640 -3.947621 -0.007 -0.652 -0.004 0.0788
H -5.504274 0.482170 -0.040314 -0.141 -0.004 0.505 0.0802
H -0.873307 2.623757 6.347788 -0.056 0.331 0.917 0.0818
H 0.225446 0.852943 -3.587462 0.373 0.308 -0.344 0.0721
H 1.586419 -2.120985 7.069319 -0.237 -0.117 0.570 0.0674
H -0.900762 -3.044404 0.035381 -0.209 -0.139 -0.089 0.0635
H -2.750012 0.597109 -4.700084 0.100 -0.072 -0.514 0.0695
H -8.063456 -1.312669 -4.886303 -0.730 0.793 0.489 0.0603
H 0.271559 -1.641511 6.057817 -0.546 0.033 0.212 0.0731
H 7.114417 0.361055 -0.123604 0.288 0.090 -0.256 0.0750
H 1.323494 -0.032826 -6.811389 -0.005 -0.065 -0.251 0.0613
H -2.354936 3.175002 -1.048938 0.417 0.137 -0.490 0.0783
H -0.554228 -2.751675 9.173518 0.290 -1.009 0.938 0.0717
H -4.099921 -0.032679 -3.843101 -0.172 -0.651 -0.051 0.0694
H 1.330171 2.460807 4.937850 0.612 0.008 -0.292 0.0519
H -5.924947 -4.325473 1.496438 0.249 0.002 0.218 0.0768
H -6.030872 -6.515118 -2.179076 -0.382 -0.402 0.735 0.0470
H -2.218221 -5.908596 -2.443031 0.640 0.544 0.258 0.0609
H 9.022953 0.666759 1.807230 -1.218 -0.422 -0.148 0.0710
H -0.866009 -0.028968 2.078251 -0.262 0.739 0.090 0.0837
```
Positions in Å, forces in eV/Å.